Formula: C27H25Br4NO3P2Pd
Source: OMol25
Level of theory: ωB97M-V/def2-TZVPD

XYZ file:
```
63
Properties=species:S:1:pos:R:3:forces:R:3:lowdin_charge:R:1
Pd -0.833 -0.386 -0.217 -0.5 0.0 0.0 0.579
N 1.622 -0.277 -2.642 -0.3 -0.2 0.1 0.102
C 2.345 0.725 -2.039 0.0 0.2 -0.1 -0.331
C 3.748 0.652 -2.052 0.0 0.0 0.0 -0.056
C 4.531 1.674 -1.556 0.0 0.0 0.0 -0.123
C 3.938 2.815 -1.029 0.0 0.0 0.0 -0.125
C 2.553 2.893 -1.001 0.0 -0.1 0.0 -0.122
C 1.733 1.873 -1.482 0.0 0.0 0.0 -0.309
P -0.107 1.996 -1.440 -0.1 0.1 0.1 1.050
C -0.271 3.850 -1.505 0.1 0.0 0.0 -0.376
C -0.070 4.496 -2.727 0.0 0.0 0.0 -0.119
C -0.234 5.866 -2.851 0.0 0.0 0.0 -0.115
C -0.627 6.624 -1.752 0.0 0.0 0.0 -0.127
C -0.849 5.993 -0.537 0.0 0.0 0.0 -0.105
C -0.670 4.619 -0.415 0.0 0.0 0.0 -0.088
C -0.504 1.647 0.305 0.3 -0.1 -0.2 -0.553
C 0.420 1.791 1.379 -0.1 0.0 0.1 -0.115
C 0.019 1.667 2.683 0.1 0.1 -0.1 -0.132
C -1.325 1.356 2.987 -0.1 0.0 0.0 -0.140
C -2.234 1.162 1.984 0.0 0.0 0.1 -0.116
C -1.850 1.293 0.618 0.1 -0.2 -0.3 -0.256
H 2.072 -1.180 -2.671 0.0 0.0 0.0 0.084
H 0.657 -0.393 -2.341 0.1 0.0 0.1 0.025
H 4.211 -0.234 -2.472 0.0 0.0 0.0 0.100
H 5.611 1.582 -1.583 0.0 0.0 0.0 0.088
H 4.540 3.626 -0.636 0.0 0.0 0.0 0.083
H 2.090 3.773 -0.572 0.0 0.0 0.0 0.098
H 0.224 3.907 -3.590 0.0 0.0 0.0 0.099
H -0.062 6.348 -3.807 0.0 0.0 0.0 0.089
H -0.764 7.695 -1.847 0.0 0.0 0.0 0.085
H -1.160 6.572 0.325 0.0 0.0 0.0 0.092
H -0.839 4.134 0.540 0.0 0.0 0.0 0.099
H 1.462 1.982 1.154 0.0 0.0 0.0 0.092
H 0.749 1.752 3.479 0.0 0.0 0.0 0.089
H -1.628 1.242 4.023 0.0 0.0 0.0 0.085
H -3.259 0.893 2.213 0.0 0.0 0.0 0.094
H -2.628 1.348 -0.137 0.0 0.1 0.0 0.092
Br -1.414 -7.174 -2.702 0.0 0.0 0.0 0.598
C -1.886 -5.466 -2.007 0.0 0.0 0.0 -0.793
C -3.178 -5.189 -1.622 0.0 0.0 0.0 -0.790
Br -4.532 -6.520 -1.758 0.0 0.0 0.0 0.600
C -3.491 -3.917 -1.107 0.0 0.0 0.0 -0.654
Br -5.272 -3.466 -0.605 0.0 0.0 0.0 0.649
C -2.550 -2.881 -0.959 0.0 0.0 0.0 -0.488
O -2.833 -1.713 -0.551 0.2 -0.2 0.2 -0.169
C -1.154 -3.211 -1.301 0.1 0.0 0.1 -0.457
O -0.230 -2.337 -1.092 0.2 0.1 -0.1 -0.247
C -0.898 -4.469 -1.848 0.0 0.0 0.0 -0.647
Br 0.898 -4.772 -2.421 0.0 0.0 0.1 0.652
C -1.194 -2.499 2.486 0.0 0.1 -0.1 -0.172
P 0.582 -2.617 2.764 -0.1 -0.1 0.1 0.504
C 1.189 -3.791 1.547 0.0 0.1 -0.1 -0.180
C 0.671 -3.514 4.352 0.0 0.0 -0.1 -0.204
O 1.354 -1.351 2.831 0.0 0.0 0.1 -0.377
H -1.658 -3.476 2.635 0.0 0.0 0.0 0.055
H -1.441 -2.155 1.471 0.1 0.0 0.1 0.016
H -1.606 -1.777 3.193 0.0 0.0 0.0 0.046
H 0.585 -4.699 1.527 0.0 0.0 -0.1 0.057
H 2.229 -4.037 1.768 0.0 0.0 0.0 0.047
H 1.133 -3.295 0.575 -0.1 -0.1 -0.1 0.028
H 0.143 -4.468 4.306 0.0 0.0 0.0 0.038
H 0.225 -2.890 5.128 0.0 0.0 0.0 0.039
H 1.719 -3.688 4.599 0.0 0.0 0.0 0.037
```
Positions in Å, forces in eV/Å.

net charge: -2
highest occupied orbital energy: -0.0356 hartree
relative energy (zero: lowest compared OMol25 entry of this formula, charge and spin): 0.0 kJ/mol
lowest unoccupied orbital energy: 0.1573 Eh

---

Formula: C27H25Cl4F3GaN2O6P2Sb
Source: OMol25
Level of theory: ωB97M-V/def2-TZVPD

XYZ file:
```
71
Properties=species:S:1:pos:R:3:forces:R:3:lowdin_charge:R:1
Ga 0.849 -1.183 -0.342 -0.2 0.2 0.5 0.162
N 3.334 -3.969 1.602 0.1 0.0 0.0 0.168
C 3.297 -2.501 1.990 0.1 -0.1 0.0 -0.470
C 4.268 -2.224 3.127 0.0 -0.1 0.0 -0.072
P 1.562 -2.130 2.490 -0.1 0.1 0.0 0.368
O 1.227 -3.458 3.352 0.0 0.0 -0.1 -0.137
O 1.460 -0.899 3.283 0.1 -0.1 0.0 -0.250
O 0.759 -2.332 1.199 0.1 0.0 0.1 -0.341
P 3.625 -1.605 0.386 0.8 -0.5 0.2 0.348
O 5.039 -0.930 0.676 0.0 0.1 0.0 -0.098
O 3.636 -2.669 -0.642 0.0 -0.1 0.0 -0.280
O 2.596 -0.505 0.267 -0.7 0.4 -0.4 -0.279
H 2.659 -4.539 2.124 0.0 0.0 0.0 0.073
H 4.271 -4.350 1.732 0.0 0.0 0.0 0.167
H 3.138 -4.022 0.581 0.0 0.1 0.0 0.081
H 4.007 -2.811 4.011 0.0 0.0 0.0 0.089
H 4.218 -1.173 3.399 0.0 0.0 0.0 0.094
H 5.296 -2.448 2.835 0.0 0.0 0.0 0.087
H 1.054 -3.242 4.277 0.0 0.0 0.0 0.097
H 5.216 -0.146 0.139 0.0 0.0 0.0 0.102
Cl 0.535 -0.270 -4.869 0.0 0.0 0.0 0.662
C -0.837 -0.943 -4.034 -0.2 0.0 0.1 -0.609
C -2.018 -1.086 -4.730 0.0 0.0 0.0 -0.139
C -3.149 -1.611 -4.111 0.0 0.0 -0.1 -0.123
C -3.067 -1.984 -2.782 0.1 0.0 0.1 -0.146
C -1.876 -1.833 -2.097 0.2 0.2 -0.2 -0.557
Cl -1.868 -2.290 -0.393 0.1 0.0 -0.2 0.707
C -0.667 -1.303 -2.659 -0.1 -0.2 0.1 -0.502
N 0.524 -1.130 -2.077 -0.1 0.1 -0.1 -0.073
H -2.044 -0.780 -5.768 0.0 0.0 0.0 0.097
H -4.076 -1.722 -4.657 0.0 0.0 0.0 0.097
H -3.927 -2.386 -2.262 0.0 0.0 0.0 0.100
Cl 0.977 -6.394 1.498 0.0 0.1 0.0 0.531
C 0.048 -5.354 0.374 -0.1 -0.1 0.0 -0.978
Cl 1.017 -4.805 -0.979 0.1 0.0 -0.1 0.610
H -0.290 -4.483 0.921 0.0 0.0 0.0 -0.014
H -0.772 -5.954 0.002 0.0 0.0 0.0 0.031
F -1.409 4.516 5.478 0.0 0.0 0.0 0.061
C -1.219 3.792 4.358 0.1 0.0 0.0 -0.281
C -1.959 4.103 3.236 0.0 0.0 0.0 -0.005
C -1.756 3.355 2.085 0.0 0.0 0.0 -0.126
C -0.824 2.320 2.071 0.0 0.0 -0.1 -0.372
C -0.100 2.021 3.224 0.0 0.1 0.0 -0.106
C -0.297 2.765 4.380 0.0 0.0 0.0 -0.001
Sb -0.455 1.212 0.302 0.2 0.0 -0.1 1.617
C 0.552 2.645 -0.904 0.0 0.0 0.0 -0.354
C 1.185 2.222 -2.076 -0.2 0.1 0.0 -0.119
C 1.797 3.150 -2.910 0.0 -0.2 0.0 0.000
C 1.781 4.479 -2.548 0.0 0.0 0.0 -0.282
F 2.379 5.384 -3.350 0.0 0.0 0.0 0.058
C 1.173 4.927 -1.393 0.0 0.0 0.1 -0.009
C 0.552 3.999 -0.571 0.1 -0.1 0.0 -0.103
C -2.358 1.301 -0.624 0.1 0.0 0.0 -0.377
C -3.499 0.908 0.070 0.0 0.0 -0.1 -0.134
C -4.734 0.889 -0.563 0.0 0.0 0.1 -0.007
C -4.798 1.259 -1.892 0.0 0.0 0.0 -0.281
F -5.995 1.232 -2.510 0.0 0.0 0.0 0.060
C -3.686 1.648 -2.609 0.1 0.0 0.0 0.001
C -2.457 1.668 -1.964 -0.1 -0.1 0.0 -0.095
H -2.676 4.913 3.271 0.0 0.0 0.0 0.121
H -2.336 3.581 1.197 0.0 0.0 0.0 0.106
H 0.611 1.204 3.233 0.0 0.0 0.0 0.068
H 0.253 2.555 5.288 0.0 0.0 0.0 0.121
H 1.155 1.175 -2.378 0.1 0.1 0.1 0.056
H 2.262 2.843 -3.838 0.0 0.0 0.0 0.121
H 1.189 5.982 -1.153 0.0 0.0 0.0 0.119
H 0.072 4.341 0.338 0.0 0.0 0.0 0.089
H -3.435 0.608 1.109 0.0 0.0 0.0 0.105
H -5.635 0.589 -0.046 0.0 0.0 0.0 0.120
H -3.780 1.913 -3.653 0.0 0.0 0.0 0.125
H -1.578 1.963 -2.522 0.0 0.0 0.0 0.102
```
Positions in Å, forces in eV/Å.

net charge: 0
highest occupied orbital energy: -0.2376 hartree
lowest unoccupied orbital energy: -0.0067 Eh

---

Formula: C27H25GeN4ReS
Source: OMol25
Level of theory: ωB97M-V/def2-TZVPD

XYZ file:
```
59
Properties=species:S:1:pos:R:3:forces:R:3:mulliken_spin:R:1
Re -0.006 0.582 1.568 0.2 0.1 0.4 1.001
C 1.448 4.814 1.983 0.0 0.0 0.0 -0.001
C 1.219 3.359 1.770 0.0 -0.1 0.0 -0.029
N 0.104 2.750 1.987 -0.2 0.0 0.0 0.010
N -0.960 3.488 2.437 0.2 -0.2 -0.1 0.006
C -2.060 2.791 2.464 -0.2 0.0 0.0 0.015
N -3.187 3.392 2.864 0.1 0.1 0.0 0.003
S -2.250 1.101 1.994 0.0 -0.2 0.0 0.048
C 2.310 2.492 1.285 0.1 0.0 0.0 0.035
C 3.578 2.971 1.013 -0.1 0.0 0.0 -0.010
C 4.565 2.089 0.598 0.1 0.0 0.0 0.017
C 4.263 0.746 0.474 0.0 0.0 0.0 -0.008
C 2.977 0.329 0.757 -0.1 0.0 0.0 0.047
N 2.014 1.178 1.138 0.0 -0.1 0.0 -0.016
H 0.531 5.301 2.292 0.0 0.0 0.0 0.000
H 1.809 5.274 1.062 0.0 0.0 0.0 0.000
H 2.208 4.963 2.753 0.0 0.0 0.0 0.000
H -3.155 4.361 3.134 0.0 0.0 0.0 0.000
H -4.053 2.889 2.924 0.0 0.0 0.0 0.001
H 3.795 4.022 1.134 0.0 0.0 0.0 0.000
H 5.562 2.452 0.386 0.0 0.0 0.0 0.000
H 4.999 0.020 0.162 0.0 0.0 0.0 0.000
H 2.687 -0.706 0.673 0.0 0.0 0.0 -0.001
C 0.264 -0.914 2.396 -0.1 0.5 -0.3 -0.203
Ge -0.577 -1.079 -0.310 -0.4 -0.2 -0.2 0.057
C -2.305 -0.589 -1.116 0.0 0.1 0.2 0.006
C -3.453 -1.152 -0.556 0.0 -0.1 0.1 -0.002
C -4.720 -0.808 -1.003 0.0 0.0 -0.1 0.000
C -4.865 0.115 -2.029 0.1 0.0 0.0 -0.002
C -3.734 0.677 -2.607 -0.2 0.0 0.0 0.001
C -2.471 0.331 -2.150 0.3 0.0 -0.1 0.004
C 0.908 -0.752 -1.531 0.2 0.1 -0.1 0.032
C 1.060 0.514 -2.106 0.0 0.0 0.0 -0.024
C 2.160 0.818 -2.897 0.0 0.0 0.0 0.000
C 3.140 -0.140 -3.119 0.0 0.0 0.0 0.003
C 3.008 -1.402 -2.555 0.0 0.1 0.0 0.001
C 1.902 -1.703 -1.770 0.0 0.0 0.0 0.015
C -0.726 -2.985 0.082 -0.1 -0.2 0.1 0.004
C -0.480 -3.911 -0.933 0.1 0.1 -0.1 -0.002
C -0.681 -5.269 -0.738 0.0 0.0 0.1 0.000
C -1.159 -5.733 0.479 0.0 0.0 0.0 0.000
C -1.447 -4.828 1.491 0.0 -0.1 -0.1 -0.001
C -1.234 -3.472 1.288 0.0 0.1 0.0 -0.002
H 0.417 -1.799 2.998 0.0 0.0 0.1 0.002
H -3.364 -1.892 0.234 0.0 0.0 0.0 -0.001
H -5.594 -1.265 -0.558 0.0 0.0 0.0 0.000
H -5.850 0.388 -2.385 0.0 0.0 0.0 0.000
H -3.836 1.384 -3.420 0.0 0.0 0.0 0.000
H -1.610 0.777 -2.637 -0.1 0.0 0.0 0.001
H 0.311 1.283 -1.945 0.0 0.0 0.1 -0.009
H 2.249 1.799 -3.346 0.0 0.0 0.0 0.000
H 3.996 0.091 -3.740 0.0 0.0 0.0 0.000
H 3.763 -2.157 -2.733 0.0 0.0 0.0 0.000
H 1.823 -2.692 -1.339 0.0 0.0 0.0 0.001
H -0.136 -3.573 -1.904 0.0 0.0 0.0 0.000
H -0.476 -5.967 -1.540 0.0 0.0 0.0 0.000
H -1.322 -6.792 0.633 0.0 0.0 0.0 0.000
H -1.849 -5.180 2.432 0.0 0.0 0.0 0.000
H -1.511 -2.784 2.077 0.0 0.1 0.1 0.003
```
Positions in Å, forces in eV/Å.

net charge: +1
2S+1: 2
highest occupied orbital energy (alpha / beta): -0.4085 / -0.4086 hartree
relative energy (zero: lowest compared OMol25 entry of this formula, charge and spin): 0.0 kJ/mol
lowest unoccupied orbital energy (alpha / beta): -0.1556 / -0.1618 Eh

---

- Look up the net charge of the first one.
  -2